1.
{"formula": "C9H14", "method": "wB97M-V/def2-TZVPD", "species": ["C", "C", "C", "C", "C", "C", "C", "H", "H", "H", "H", "H", "H", "H", "H", "C", "C", "H", "H", "H", "H", "H", "H"], "positions_angstrom": [[1.257, 1.715, 2.021], [0.615, 1.800, 0.648], [-0.118, 2.941, 0.316], [-0.906, 2.937, -0.825], [-0.935, 1.839, -1.677], [-0.326, 0.656, -1.279], [0.413, 0.638, -0.099], [2.216, 1.191, 2.026], [0.538, 1.200, 2.647], [1.524, 2.713, 2.315], [-0.078, 3.835, 0.925], [-1.553, 3.789, -1.007], [-1.085, 1.965, -2.746], [-0.240, -0.172, -1.971], [1.146, -0.143, 0.083], [-1.010, -3.214, 0.011], [0.431, -3.542, -0.399], [-1.420, -4.116, 0.462], [-1.078, -2.487, 0.828], [-1.627, -2.690, -0.704], [0.909, -2.669, -0.845], [0.952, -3.922, 0.473], [0.374, -4.263, -1.202]], "forces_ev_per_angstrom": [[0.7, -0.1, -1.3], [-1.1, -0.3, 0.8], [-0.2, -0.4, -0.3], [-0.3, 0.3, 0.2], [0.9, -0.3, -0.3], [0.8, 0.4, 0.0], [1.2, 0.5, -0.5], [-0.2, -0.4, -0.1], [0.2, 0.2, 0.5], [-0.3, 0.5, 0.7], [0.0, -0.1, 0.1], [0.4, 0.2, -0.4], [-1.1, -0.1, 0.2], [-0.2, -0.1, 0.0], [-0.6, -0.5, 0.2], [0.4, 0.5, 1.4], [-1.1, 0.8, -0.4], [-0.6, 0.0, -0.5], [0.6, 0.0, 0.2], [-0.2, -0.7, -0.8], [0.3, 0.0, 0.3], [0.4, 0.0, -0.2], [0.3, -0.5, 0.0]], "e_above_lowest_kj_mol": 89.9, "fmax_ev_per_a": 1.5, "total_energy_ha": -351.29593, "smiles": "Cc1ccccc1.CC", "homo_energy_ha": -0.3259, "homo_lumo_gap_ev": 9.86}

***

2.
{"formula": "C2H4P4", "method": "wB97M-V/def2-TZVPD", "species": ["C", "C", "P", "P", "P", "P", "H", "H", "H", "H"], "positions_angstrom": [[-1.469, 1.000, 0.857], [-0.353, 0.185, 0.290], [0.721, -0.728, 1.098], [1.631, -2.007, -0.311], [1.753, -0.935, -2.203], [0.265, 0.347, -2.537], [-1.684, 0.939, 1.927], [-2.454, 0.795, 0.470], [-1.423, 1.960, 0.428], [3.012, -1.556, -0.019]], "forces_ev_per_angstrom": [[-0.5, -0.7, -0.5], [-0.8, 0.2, -0.8], [-0.4, 0.3, 0.8], [1.8, 0.0, -0.3], [-0.6, 0.6, -0.9], [0.2, -0.8, 2.2], [0.8, 0.3, 0.1], [-0.4, -1.2, -0.6], [0.6, 1.8, 0.3], [-1.0, -0.6, -0.1]], "e_above_lowest_kj_mol": 258.0, "fmax_ev_per_a": 2.3, "total_energy_ha": -1443.86751, "smiles": "CC#P=[PH]=P#P", "homo_energy_ha": [-0.3065, -0.3002], "homo_lumo_gap_ev": [6.99, 6.89]}

***

3.
{"formula": "C3H5O3Sr", "method": "wB97M-V/def2-TZVPD", "species": ["H", "C", "C", "O", "C", "O", "Sr", "O", "H", "H", "H", "H"], "positions_angstrom": [[0.440, -0.536, -1.572], [0.612, -1.056, -0.613], [-0.568, -1.291, 0.272], [-1.371, -0.056, 0.337], [-0.774, 1.084, 0.317], [-1.721, 2.016, 0.347], [2.300, 1.867, 0.038], [1.479, -0.247, 0.260], [1.132, -2.013, -0.770], [1.012, -0.641, 1.185], [-1.242, -2.005, -0.222], [-1.300, 2.879, 0.421]], "forces_ev_per_angstrom": [[0.2, 0.2, 0.3], [-0.1, -0.5, 0.8], [0.3, -0.3, -0.6], [0.5, 0.9, -0.2], [-0.1, -0.1, -0.1], [-0.8, 0.6, 0.2], [-0.6, 0.2, 0.0], [0.1, -1.8, 1.9], [-0.3, 0.3, -0.3], [0.8, 0.7, -2.3], [0.0, 0.0, 0.5], [0.0, -0.2, -0.1]], "e_above_lowest_kj_mol": 439.9, "fmax_ev_per_a": 2.7, "total_energy_ha": -373.53829, "homo_energy_ha": [-0.2017, -0.2490], "homo_lumo_gap_ev": [5.26, 6.12], "spin_multiplicity": 2}

***

4.
{"formula": "C5H12N2O", "method": "wB97M-V/def2-TZVPD", "species": ["C", "C", "C", "O", "N", "C", "C", "N", "H", "H", "H", "H", "H", "H", "H", "H", "H", "H", "H", "H"], "positions_angstrom": [[2.531, -1.448, -1.370], [1.830, -1.036, -0.197], [1.463, 0.456, -0.353], [2.234, 1.313, -0.524], [0.151, 1.001, -0.282], [-1.025, 0.282, 0.118], [-2.131, 1.253, 0.693], [-2.937, 0.528, 1.648], [1.813, -1.501, -2.194], [3.562, -1.194, -1.673], [2.787, -2.485, -1.125], [0.934, -1.639, 0.109], [2.367, -1.009, 0.793], [0.032, 2.023, -0.229], [-1.358, -0.225, -0.718], [-0.716, -0.479, 0.950], [-2.944, 1.576, -0.102], [-1.922, 2.196, 1.096], [-3.929, 0.756, 1.666], [-2.743, -0.368, 1.695]], "forces_ev_per_angstrom": [[1.6, -3.7, -1.9], [-2.1, 3.0, 4.1], [-4.7, 0.1, 1.0], [5.0, 2.3, -1.0], [-0.3, -0.9, 0.4], [0.7, 1.0, 3.3], [-3.1, -1.7, -2.6], [-1.3, 5.0, 0.7], [0.6, 0.2, -0.3], [-0.8, 1.4, 0.4], [-0.3, -0.6, -0.5], [0.6, 0.3, -1.0], [0.2, -0.2, -1.1], [1.0, -1.0, -0.2], [-1.4, -1.4, -1.4], [-0.9, 1.2, -1.2], [2.0, -0.6, 0.4], [1.7, 1.2, 0.7], [0.7, -0.3, -0.1], [0.8, -5.3, 0.3]], "e_above_lowest_kj_mol": 295.6, "fmax_ev_per_a": 5.6, "total_energy_ha": -382.38996, "smiles": "CCC(=O)NCCN", "homo_energy_ha": -0.3306, "homo_lumo_gap_ev": 9.92}

***

5.
{"formula": "C3H7NP4S2", "method": "wB97M-V/def2-TZVPD", "species": ["C", "C", "C", "N", "P", "P", "P", "P", "S", "S", "H", "H", "H", "H", "H", "H", "H"], "positions_angstrom": [[1.846, -0.422, 1.066], [1.110, 0.955, -0.921], [1.089, -0.414, -0.254], [-0.305, -0.851, -0.049], [-1.235, 0.190, 0.972], [-0.670, -2.294, -0.817], [-3.209, -0.667, 0.815], [-3.185, 1.664, 0.524], [-2.675, -2.442, -0.382], [-3.761, 2.815, -0.941], [2.898, -0.222, 0.886], [1.450, 0.340, 1.735], [1.750, -1.393, 1.546], [0.553, 1.673, -0.318], [0.660, 0.906, -1.910], [2.134, 1.307, -1.019], [1.551, -1.145, -0.931]], "forces_ev_per_angstrom": [[0.0, 0.0, -0.1], [0.0, -0.2, -0.1], [0.7, 0.2, 0.0], [-0.4, -1.8, -1.1], [0.1, 0.8, 0.9], [-1.1, 1.7, 0.4], [-1.0, 0.4, 0.4], [0.0, -0.3, -0.8], [1.1, -0.3, -0.3], [0.4, -0.7, 0.5], [0.1, 0.0, 0.0], [0.1, 0.0, 0.1], [0.0, -0.1, 0.1], [0.0, 0.1, 0.0], [-0.1, 0.1, 0.0], [0.1, 0.0, 0.0], [0.0, 0.1, 0.1]], "e_above_lowest_kj_mol": 0.0, "fmax_ev_per_a": 2.2, "total_energy_ha": -2335.03588, "homo_energy_ha": [-0.2514, -0.2514], "homo_lumo_gap_ev": [4.87, 4.87]}

***

6.
{"formula": "C4H14N2O", "method": "wB97M-V/def2-TZVPD", "species": ["N", "C", "C", "C", "N", "C", "O", "H", "H", "H", "H", "H", "H", "H", "H", "H", "H", "H", "H", "H", "H"], "positions_angstrom": [[-0.023, 1.099, 2.568], [-0.995, 0.893, 1.417], [-0.207, 0.939, 0.098], [0.244, -0.443, -0.507], [-0.924, -1.001, -1.168], [1.413, -0.596, -1.488], [1.192, -1.900, -2.193], [0.496, 0.200, 2.643], [0.702, 1.877, 2.464], [-0.511, 1.186, 3.505], [-1.829, 1.576, 1.490], [-1.456, -0.058, 1.615], [0.642, 1.596, 0.167], [-0.690, 1.303, -0.825], [0.456, -1.066, 0.407], [-1.575, -1.466, -0.488], [-0.696, -1.719, -1.916], [-1.456, -0.134, -1.500], [1.678, 0.341, -2.101], [2.398, -0.846, -1.040], [1.141, -1.783, -3.148]], "forces_ev_per_angstrom": [[0.5, -0.3, 1.0], [0.4, 0.4, -0.4], [0.5, -0.8, -2.1], [1.3, -0.7, 3.0], [-3.2, 0.3, 0.0], [2.1, -0.6, -1.2], [-0.5, 1.9, 0.4], [0.1, 0.8, 0.2], [-1.3, -1.0, 0.1], [0.5, 0.2, -1.2], [0.2, 0.7, -0.1], [0.0, -0.7, 0.0], [0.5, 0.3, 0.2], [-0.7, 1.0, 1.0], [0.0, -0.1, -1.2], [0.6, 0.3, -0.8], [0.3, 0.9, 0.6], [0.4, -1.9, -0.4], [-1.1, -1.5, 0.3], [-0.9, 0.6, 0.6], [0.3, 0.1, -0.2]], "e_above_lowest_kj_mol": 173.1, "fmax_ev_per_a": 3.4, "charge": 2, "total_energy_ha": -344.88398, "smiles": "[NH3+]CC[C@@H]([NH3+])CO", "homo_energy_ha": -0.6866, "homo_lumo_gap_ev": 11.46}

***

7.
{"formula": "C3H4N2O3", "method": "wB97M-V/def2-TZVPD", "species": ["O", "C", "N", "C", "N", "O", "C", "O", "H", "H", "H", "H"], "positions_angstrom": [[2.443, -0.291, -0.162], [1.086, -0.516, 0.145], [0.542, -1.715, 0.239], [-0.749, -1.549, 0.014], [-1.038, -0.150, -0.035], [-2.242, 0.398, 0.035], [0.198, 0.600, 0.105], [0.586, 1.956, 0.072], [2.605, 0.702, -0.564], [-1.453, -2.344, -0.067], [-2.613, 0.823, -0.832], [0.636, 2.087, 1.050]], "forces_ev_per_angstrom": [[0.0, 2.3, -0.4], [1.3, 4.7, -0.9], [-0.5, -0.6, -1.4], [0.8, 3.2, 0.9], [2.4, -0.5, -0.6], [-3.2, 1.5, -1.0], [0.7, -4.4, -0.5], [-1.5, -1.9, 1.4], [-1.2, -3.8, 1.7], [-0.7, 0.0, 0.1], [1.7, -1.4, 1.7], [0.2, 0.7, -1.1]], "e_above_lowest_kj_mol": 437.8, "fmax_ev_per_a": 5.0, "total_energy_ha": -451.81301, "smiles": "Oc1ncn(O)c1O", "homo_energy_ha": -0.2970, "homo_lumo_gap_ev": 8.33}

***

8.
{"formula": "C3H4O3", "method": "wB97M-V/def2-TZVPD", "species": ["C", "O", "C", "O", "C", "O", "H", "H", "H", "H"], "positions_angstrom": [[1.653, -0.795, -0.150], [0.923, 0.299, 0.425], [-0.361, 0.414, 0.203], [-0.950, -0.444, -0.513], [-2.219, 1.311, 0.360], [-2.577, 2.258, 0.904], [2.688, -0.672, 0.177], [1.255, -1.748, 0.206], [1.595, -0.762, -1.239], [-2.008, 0.138, -0.373]], "forces_ev_per_angstrom": [[0.2, -0.3, -0.2], [-0.2, 0.2, 0.1], [0.2, 0.0, 0.0], [-0.1, 0.1, 0.1], [-0.8, 1.1, 0.5], [0.4, -0.8, -0.4], [-0.2, 0.0, 0.0], [0.0, 0.1, 0.0], [0.0, 0.0, 0.1], [0.5, -0.4, -0.1]], "e_above_lowest_kj_mol": 361.6, "fmax_ev_per_a": 1.4, "total_energy_ha": -342.31823, "homo_energy_ha": -0.3374, "homo_lumo_gap_ev": 10.06}